Entry from the Open Molecules 2025 dataset: a structure of composition C4H5O3Yb at a distorted geometry (wB97M-V/def2-TZVPD).

Summary:
- Gap between HOMO and LUMO (spin up / spin down): 4.3 / 4.4 eV
- Multiplicity: 1
- Net charge: -1
- HOMO level (spin up / spin down): -1.56 / -1.58 eV
- Strongest force on any atom: 2.61 eV Å⁻¹
- LUMO energy (spin up / spin down): 2.71 / 2.84 eV

Atoms and positions in Å:
C1 -2.299 -0.590 0.375
C2 -1.299 -0.391 -0.516
O1 1.708 -0.008 1.424
C3 1.121 1.089 -0.673
O2 -0.246 0.949 -0.360
H1 1.251 0.999 -1.771
O3 -2.245 -0.094 1.613
H2 -3.205 -1.154 0.098
Yb1 -0.249 0.431 1.869
H3 1.846 -0.937 -0.421
H4 3.025 0.370 -0.140
C4 1.972 0.069 0.054
H5 -1.379 -0.734 -1.551

Cartesian forces, eV/Å:
C 0.827 0.768 0.247
C 0.417 0.379 -1.146
O 1.318 -0.689 -0.242
C -0.180 -0.576 -0.282
O -1.874 -0.632 0.946
H 0.225 0.074 0.163
O -2.455 -0.831 -0.327
H 0.325 -0.095 -0.025
Yb 0.866 1.472 0.591
H -0.078 -0.051 0.168
H -0.104 -0.204 -0.033
C 0.516 0.302 -0.388
H 0.196 0.083 0.326

Löwdin population analysis, charges in e, atoms 1 to 6: number 1, C, carries -0.4221; number 2, C, carries -0.0922; number 3, O, carries -0.4806; number 4, C, carries -0.3118; number 5, O, carries -0.3825; number 6, H, carries 0.0335

---

Entry from the Open Molecules 2025 dataset: a structure of composition C29H46BrN9O4PbS2 (wB97M-V/def2-TZVPD).

Summary:
- Gap between HOMO and LUMO: 8.0 eV
- Multiplicity: 1
- Net charge: 0
- HOMO level: -7.71 eV
- Strongest force on any atom: 0.55 eV Å⁻¹
- LUMO energy: 0.26 eV

Atoms and positions in Å:
O1 -1.851 2.065 -0.861
C1 2.243 4.835 0.175
Br1 0.594 0.665 -2.891
C2 3.682 -0.193 -0.060
C3 1.427 2.915 -1.321
H1 -5.336 -3.391 -1.473
C4 -4.018 -2.142 -3.365
H2 4.131 3.881 0.668
C5 -3.223 -0.823 -1.556
H3 3.165 4.335 2.080
H4 2.957 1.309 -1.247
H5 -2.116 -1.711 2.898
H6 0.753 2.231 1.918
C6 2.825 -1.706 1.327
H7 3.942 6.127 -0.305
O2 -2.811 -0.174 3.404
H8 0.314 4.122 0.910
C7 1.881 3.025 -3.757
C8 -4.503 -2.775 -1.127
S1 5.121 -0.910 0.603
H9 3.056 5.759 -2.240
H10 4.665 1.221 -1.145
N1 3.778 0.775 -0.995
C9 -2.989 -4.066 -2.427
C10 -1.702 -2.118 -2.862
H11 1.572 0.952 2.515
H12 3.384 3.300 -6.124
H13 4.987 5.802 -5.464
N2 0.639 1.313 2.340
H14 -3.813 -4.685 -2.785
N3 -3.292 -3.605 -1.069
N4 -1.965 -1.604 -1.508
H15 -2.062 2.080 4.245
C11 2.083 4.185 -1.208
H16 -1.566 2.709 2.653
C12 -2.295 0.667 2.656
N5 -2.793 -2.953 -3.364
C13 -1.568 1.834 3.307
H17 -2.110 -3.305 3.494
S2 0.483 -4.150 3.383
H18 2.738 6.938 -5.809
H19 5.088 4.301 -4.528
C14 2.353 6.384 -4.949
C15 1.737 -2.454 1.988
C16 2.931 6.199 0.105
N6 2.565 -0.694 0.402
H20 -1.273 -3.358 -0.584
C17 4.134 -1.936 1.572
H21 -4.845 -2.757 -3.725
H22 2.505 6.995 -4.058
H23 2.855 -4.173 2.764
H24 -1.568 -1.274 -3.541
H25 -3.074 0.029 -2.220
C18 3.061 5.025 -4.828
H26 -3.439 -0.457 -0.551
H27 3.291 4.852 -6.962
H28 2.360 6.912 -0.495
H29 2.712 2.918 1.108
Pb1 -0.066 0.088 0.119
H30 1.815 4.095 -6.358
H31 3.013 6.607 1.116
H32 0.340 2.090 4.299
H33 0.270 5.748 0.218
O3 0.946 2.294 -0.272
C19 -0.128 1.400 3.593
C20 1.374 2.395 -2.627
H34 -0.782 -2.707 -2.844
H35 4.581 -2.628 2.265
C21 2.872 4.266 -6.141
H36 -2.299 1.834 -0.026
C22 2.576 4.797 -2.347
H37 -3.885 -1.299 -4.045
H38 1.278 6.242 -5.082
C23 -2.188 -2.760 -0.618
H39 4.759 5.836 -3.712
C24 0.865 5.057 0.821
H40 -2.406 -2.392 0.386
N7 -1.679 -2.644 2.869
H41 -4.728 -2.407 -0.125
H42 -0.142 0.414 4.060
H43 0.982 5.492 1.818
C25 -0.351 -2.782 2.683
C26 1.943 -3.608 2.659
H44 -2.081 -4.673 -2.402
C27 4.564 5.256 -4.617
H45 -1.195 2.734 -0.626
C28 2.490 4.257 -3.638
N8 0.422 -1.998 1.970
H46 1.778 2.532 -4.714
C29 3.113 3.930 1.064
O4 -2.218 0.570 1.382
N9 -4.346 -1.632 -2.032

Cartesian forces, eV/Å:
O -0.140 -0.074 0.017
C -0.056 -0.098 -0.016
Br 0.088 0.136 -0.228
C 0.063 0.028 0.025
C -0.014 0.220 -0.114
H -0.005 -0.004 -0.002
C 0.043 -0.014 0.077
H -0.033 -0.001 0.020
C 0.051 -0.078 0.002
H 0.006 -0.011 -0.044
H 0.044 -0.075 0.056
H 0.002 0.088 -0.038
H 0.051 -0.039 -0.018
C -0.135 0.114 -0.022
H -0.036 0.010 0.009
O 0.010 0.003 -0.134
H 0.009 0.066 -0.004
C -0.033 0.020 0.015
C 0.075 0.018 -0.047
S -0.032 0.066 -0.039
H 0.007 -0.008 0.001
H -0.011 0.023 -0.007
N -0.079 -0.058 0.010
C -0.001 0.083 0.008
C 0.012 0.005 0.053
H 0.008 0.018 -0.005
H -0.024 0.031 -0.007
H -0.011 -0.008 0.027
N -0.006 -0.072 0.016
H -0.017 -0.013 -0.002
N -0.021 0.029 -0.046
N -0.136 -0.033 -0.047
H -0.006 0.026 0.014
C 0.022 0.053 0.040
H -0.007 0.025 0.031
C 0.164 -0.117 -0.016
N -0.038 -0.014 0.041
C 0.055 0.013 -0.030
H -0.011 0.009 0.000
S -0.126 0.038 -0.065
H -0.003 -0.013 0.028
H 0.002 0.029 0.001
C -0.009 -0.037 0.020
C -0.076 0.096 -0.157
C 0.002 0.038 -0.014
N -0.034 -0.215 0.222
H 0.007 0.000 0.016
C 0.118 -0.046 0.034
H -0.016 -0.005 -0.005
H -0.010 -0.014 -0.030
H -0.037 0.054 -0.028
H 0.008 0.024 0.008
H -0.006 0.017 0.005
C -0.007 0.042 0.018
H 0.007 0.007 0.002
H -0.007 -0.021 0.006
H 0.033 -0.024 0.018
H 0.041 0.045 -0.005
Pb -0.331 0.294 0.331
H 0.038 0.002 0.007
H 0.000 -0.012 -0.034
H 0.013 0.065 0.016
H 0.014 -0.019 0.025
O 0.086 -0.303 -0.155
C -0.085 0.011 -0.112
C -0.033 -0.153 0.080
H 0.008 -0.009 -0.001
H -0.058 0.017 -0.020
C -0.005 -0.007 -0.012
H 0.047 0.020 0.008
C -0.035 0.005 0.030
H 0.006 0.006 -0.003
H 0.019 0.022 -0.006
C 0.003 0.058 -0.017
H -0.005 -0.022 -0.030
C 0.003 -0.010 0.001
H 0.007 0.001 0.003
N 0.051 -0.031 -0.024
H 0.001 0.006 0.008
H 0.026 -0.024 0.006
H 0.002 -0.002 -0.045
C 0.070 -0.184 -0.018
C 0.106 -0.108 0.064
H 0.014 0.002 -0.001
C 0.017 -0.010 -0.007
H 0.063 -0.044 -0.027
C 0.023 0.016 0.030
N 0.170 0.138 0.149
H 0.009 0.013 0.049
C -0.022 -0.030 0.006
O 0.010 -0.058 0.026
N 0.022 -0.033 -0.001

Löwdin population analysis, charges in e, atoms 1 to 6: number 1, O, carries -0.1239; number 2, C, carries -0.5262; number 3, Br, carries 0.7988; number 4, C, carries -0.6823; number 5, C, carries -0.4503; number 6, H, carries 0.1229

---

Entry from the Open Molecules 2025 dataset: a structure of composition C43H61N5O3PPbSbSe5Si2 at a distorted geometry (wB97M-V/def2-TZVPD).

Summary:
- Gap between HOMO and LUMO: 6.8 eV
- Multiplicity: 1
- Net charge: -2
- HOMO level: -3.24 eV
- Strongest force on any atom: 4.12 eV Å⁻¹
- LUMO energy: 3.56 eV

Atoms and positions in Å:
H1 6.361 5.714 15.879
H2 15.206 6.845 14.501
H3 16.825 12.358 15.162
C1 12.214 17.476 15.326
C2 12.739 13.254 10.846
H4 13.646 7.614 15.091
Si1 13.255 9.229 12.227
C3 15.078 13.588 15.017
H5 7.745 8.977 15.033
C4 13.883 7.563 12.934
C5 7.699 6.173 18.235
H6 15.428 13.948 14.057
C6 8.252 13.917 19.458
O1 12.275 13.080 12.208
N1 6.507 7.751 16.202
H7 16.748 11.576 17.380
C7 9.362 7.048 16.788
Sb1 7.174 13.945 11.186
H8 15.942 7.516 12.233
N2 8.229 6.196 16.912
H9 9.870 6.877 15.932
H10 15.003 8.619 14.537
H11 15.150 5.939 12.448
H12 13.188 7.451 9.716
Se1 5.766 12.118 12.068
H13 15.205 10.466 15.790
H14 6.944 9.803 16.309
C8 11.823 16.520 14.395
H15 9.368 8.343 7.956
H16 12.405 17.891 17.471
C9 13.996 12.506 14.786
Si2 11.135 13.147 16.678
O2 9.744 9.337 13.872
Se2 8.623 13.300 9.406
H17 12.410 14.281 10.610
C10 10.991 9.772 10.496
H18 12.762 5.648 13.452
H19 13.798 13.249 10.822
C11 12.982 12.764 17.051
H20 17.964 11.141 12.701
C12 12.779 9.418 19.209
H21 9.487 11.882 15.497
H22 15.460 12.725 17.851
C13 10.204 8.518 8.601
C14 14.468 7.682 14.350
C15 12.156 17.101 16.695
C16 10.125 13.089 18.257
H23 7.328 9.394 18.870
H24 14.263 11.718 13.978
H25 5.567 8.642 17.805
C17 16.376 10.700 9.754
N3 7.005 7.387 18.619
H26 11.623 7.031 7.861
C18 10.546 12.003 15.442
H27 7.802 13.053 21.315
C19 8.474 13.048 20.517
C20 15.832 12.137 16.967
C21 6.014 7.664 17.548
N4 13.639 11.829 16.096
C22 11.714 15.847 17.053
H28 16.983 13.718 16.215
H29 14.946 6.914 11.012
H30 10.055 6.785 17.612
C23 14.894 10.044 11.637
C24 11.317 14.875 16.096
H31 14.348 9.994 9.532
C25 14.836 11.136 16.607
P1 8.981 8.861 17.141
Se3 6.331 16.139 11.418
C26 11.412 15.216 14.773
H32 6.950 5.408 18.285
C27 17.180 10.822 12.003
H33 9.346 10.230 13.924
Se4 7.715 12.699 13.392
Se5 12.188 7.655 19.199
C28 9.052 14.001 18.331
C29 15.123 10.263 10.290
Pb1 11.734 10.011 15.460
C30 12.264 8.030 9.663
H34 11.191 14.540 13.983
H35 8.497 5.912 18.926
H36 10.754 10.633 11.119
C31 15.949 10.301 12.485
H37 13.120 12.330 18.029
H38 14.616 14.483 15.483
H39 10.812 12.280 14.461
H40 7.628 6.536 15.004
H41 13.515 13.673 17.155
H42 8.586 8.336 19.570
H43 7.328 14.487 19.577
H44 11.820 16.751 13.323
H45 18.302 11.526 10.267
H46 11.262 11.530 19.305
H47 12.360 12.531 10.081
H48 12.635 18.454 14.975
H49 9.144 10.200 9.550
H50 16.503 10.922 8.669
C32 17.404 11.048 10.658
H51 13.118 13.087 14.534
H52 5.272 6.888 17.550
C33 16.257 13.004 15.768
H53 11.640 15.574 18.053
C34 9.534 12.147 20.406
H54 14.454 10.508 17.414
H55 9.705 11.334 21.162
C35 7.182 6.475 15.956
H56 10.029 9.299 12.934
C36 10.383 12.191 19.304
N5 13.272 10.457 19.380
C37 12.106 8.954 10.678
C38 11.388 7.787 8.628
C39 7.446 8.864 16.096
C40 15.021 6.937 12.087
H57 12.404 12.189 12.495
H58 12.154 6.512 12.003
H59 15.855 10.159 13.549
C41 12.582 6.654 12.992
C42 10.005 9.551 9.506
O3 12.445 10.208 13.194
H60 8.831 14.614 17.470
C43 7.953 8.538 18.681
H61 11.874 7.216 13.576

Cartesian forces, eV/Å:
H 0.917 0.211 0.542
H -0.755 0.659 0.158
H 0.724 -0.811 -1.253
C 0.277 -0.345 0.044
C -1.487 0.529 0.633
H 0.640 -0.024 -0.141
Si 0.339 0.423 -0.690
C -0.021 -0.026 -0.289
H -0.107 -0.271 0.523
C -0.785 -0.626 -0.564
C -0.141 -0.112 0.490
H -0.012 0.064 -0.414
C -1.291 0.776 0.468
O -0.121 1.056 -1.376
N 0.549 -0.154 0.377
H -0.987 0.867 -0.557
C -0.226 1.134 3.955
Sb 0.713 0.194 -0.246
H -0.065 -0.221 0.286
N -0.876 -1.459 -0.672
H 1.534 -0.239 -3.059
H -0.061 -0.179 -0.056
H 0.358 -0.857 0.170
H -0.216 -0.186 -0.250
Se -0.395 -0.533 0.326
H -0.256 0.424 0.493
H -0.439 0.163 0.180
C -0.022 -0.193 -0.340
H -0.006 -0.422 -0.789
H -0.192 -1.226 -0.885
C 0.016 -0.175 0.718
Si 1.117 -0.522 0.726
O -0.301 0.475 -0.725
Se 0.025 -0.069 -0.055
H 0.041 -0.570 -0.301
C -1.273 0.570 0.031
H -0.051 0.788 -0.198
H 1.309 -0.166 -0.058
C -0.149 -1.328 -0.039
H -0.372 -0.339 -0.057
C 0.110 -1.146 0.595
H -0.872 -0.307 0.075
H 0.319 -0.292 -0.918
C -0.530 0.608 0.365
C -0.185 -0.497 0.383
C 0.232 1.731 0.059
C 0.335 0.540 -0.204
H 0.020 0.693 0.169
H -0.508 1.417 1.476
H -0.129 -0.482 -0.069
C -0.685 0.588 0.722
N 0.196 0.832 -0.930
H -0.212 0.379 0.511
C 0.236 -1.062 0.315
H -0.878 -0.151 1.241
C 1.619 -0.610 -1.870
C 2.369 0.108 2.125
C -0.260 1.193 1.033
N -0.458 -0.096 -2.009
C -0.269 0.203 -1.825
H -0.506 0.111 -0.714
H -0.668 -0.052 -0.516
H -0.131 0.051 -0.480
C -0.729 -0.433 -0.333
C 0.405 1.177 0.651
H 0.478 0.386 0.795
C -1.808 -1.019 -0.790
P -0.633 -0.806 -0.066
Se -0.175 0.284 0.096
C 0.235 1.803 -0.262
H -0.449 -0.799 0.013
C -0.273 0.142 0.851
H 0.007 -0.328 -0.065
Se -0.103 -0.011 -0.133
Se 0.110 0.876 -0.192
C 0.364 -1.617 0.555
C 0.911 -0.207 -2.528
Pb 0.503 0.118 0.032
C 1.765 -1.171 0.095
H -0.266 -0.636 -0.515
H 0.074 0.226 0.260
H 0.419 -0.137 0.370
C 1.740 0.887 -0.125
H -0.324 -0.475 0.432
H 0.311 -0.607 0.118
H 0.269 0.625 -1.458
H 0.605 0.005 -1.377
H 0.618 1.234 -0.231
H -0.085 0.421 -0.529
H 0.323 0.342 -0.406
H 0.147 -0.018 0.434
H -0.047 -0.253 0.318
H -0.522 0.269 -0.264
H -0.059 0.435 0.829
H -0.651 -0.942 0.565
H -0.198 -0.066 -0.384
H -0.226 -0.421 0.949
C -1.068 -0.328 -1.059
H -0.304 -0.361 -0.690
H -0.549 -0.458 0.291
C -0.074 0.711 2.446
H -0.022 -0.259 1.815
C 0.110 -0.821 0.953
H 0.610 0.045 0.183
H -0.158 1.053 -0.607
C -0.856 0.199 0.025
H 0.078 -0.034 0.600
C -0.045 0.158 -0.023
N -0.196 0.083 -0.185
C -0.229 0.929 0.294
C -0.464 -0.092 -0.418
C 0.440 0.839 -1.576
C -0.058 1.077 0.203
H 0.215 -1.507 0.298
H 0.001 -0.088 -0.127
H 0.007 -0.008 0.178
C 1.529 -0.125 -0.051
C 1.558 -0.382 0.919
O -0.060 -0.001 0.698
H -0.157 0.311 0.143
C 0.446 -1.195 0.898
H -0.587 -0.069 0.447

Löwdin population analysis, charges in e, atoms 1 to 6: number 1, H, carries 0.1365; number 2, H, carries 0.0947; number 3, H, carries 0.0768; number 4, C, carries -0.1054; number 5, C, carries -0.1228; number 6, H, carries 0.0500

---

Relative energy (zero: lowest compared OMol25 entry of this formula, charge and spin) across the listed records, respectively: 0.807 0.000 0.706 eV.
E_tot across the listed records, respectively: -1539.70908 -5489.80132 -15535.40077 Ha.